A structure of composition C26H37BrCl2N4O2PdSSb in a non-equilibrium geometry, computed with ωB97M-V with the def2-TZVPD basis set.

The geometry in XYZ format:
```
75
Properties=species:S:1:pos:R:3
Pd -0.66118 0.66847 0.24671
Br -1.05488 2.78407 2.01511
C -2.01428 3.84187 0.73991
C -2.51098 5.05877 1.16121
C -3.17768 5.87917 0.25331
C -3.31188 5.47927 -1.05809
C -2.78758 4.24877 -1.50579
C -2.87578 3.87467 -2.85989
C -2.30938 2.70097 -3.30659
C -1.66708 1.84367 -2.40859
C -1.60288 2.13397 -1.05109
C -2.12828 3.36897 -0.58469
H -2.38378 5.38377 2.18271
H -3.58028 6.82547 0.57971
H -3.82098 6.11577 -1.76559
H -3.37108 4.54297 -3.54779
H -2.34688 2.44287 -4.35339
H -1.20248 0.94537 -2.80759
Cl 1.35332 0.25607 1.94621
C 1.39202 0.48237 3.70511
Cl 0.38232 -0.72523 4.51891
H 0.99312 1.47157 3.92221
H 2.42482 0.37087 4.03801
C -3.65788 -2.14203 -3.50529
N -2.62038 -1.61043 -2.64209
C -1.49198 -2.23173 -2.35409
N -1.15268 -3.38103 -2.91259
S -0.38138 -1.53083 -1.23529
H -4.46488 -1.41993 -3.56879
H -4.05938 -3.07253 -3.09949
H -3.27678 -2.32703 -4.51119
H -2.82108 -0.75533 -2.13399
H -1.75088 -3.85013 -3.57669
H -0.30588 -3.84863 -2.62899
O 2.29972 -5.10053 2.60021
C 1.13782 -5.44383 3.29191
N 0.32072 -4.25933 3.34711
C -0.91308 -4.22033 2.81121
O -1.46698 -5.15533 2.29011
C -1.56338 -2.85383 2.82941
C -2.66108 -2.52713 3.61411
C -3.23858 -1.27603 3.45451
C -2.72868 -0.41723 2.49091
N -1.67818 -0.73923 1.74411
C -1.09458 -1.92023 1.91511
H 2.96192 -5.79953 2.68091
H 1.36652 -5.79403 4.31131
H 0.55572 -6.22453 2.77311
H 0.74942 -3.43233 3.73851
H -3.05588 -3.23403 4.33051
H -4.08858 -0.97523 4.04671
H -3.18438 0.55007 2.31601
H -0.23108 -2.15263 1.30331
C 4.16352 1.14297 -3.31879
C 2.73202 0.67107 -3.22319
Sb 2.02512 0.56367 -1.12969
C 2.63612 2.53887 -0.26159
C 3.98272 2.49977 0.40601
C 3.10952 -1.23973 -0.41269
C 4.42232 -0.98023 0.28601
H 4.46542 1.07447 -4.36369
H 4.84412 0.52247 -2.74359
H 4.27482 2.17957 -3.01259
H 2.62372 -0.33653 -3.62559
H 2.06572 1.34567 -3.75979
H 1.84682 2.82797 0.43641
H 2.62152 3.20837 -1.12199
H 3.96422 1.90797 1.31771
H 4.25592 3.51997 0.67691
H 4.75782 2.11887 -0.25369
H 3.25762 -1.82193 -1.32229
H 2.42292 -1.77453 0.24301
H 5.12682 -0.44763 -0.34589
H 4.86982 -1.94173 0.53631
H 4.28892 -0.42883 1.21231
```

## Properties
Orbital gap (alpha / beta), eV: 4.48 / 4.67
Charge: +3
Largest force on an atom, eV/Å: 1.7
E, eV: -153529.8397
HOMO energy (alpha / beta), eV: -16.0 / -16.0

A cluster of 2 separate species, C26H37ClN2O10S in total in a non-equilibrium geometry, computed with ωB97M-V with the def2-TZVPD basis set.

The geometry in XYZ format:
```
77
Properties=species:S:1:pos:R:3
C 0.91147 -1.69673 4.44765
C 0.08664 -0.90335 4.08668
C -0.80380 0.14284 3.58299
C -0.03211 1.43394 3.25033
C -0.69680 2.20750 2.07673
C -0.09794 1.72624 0.77162
C 1.21789 2.02905 0.40407
C 2.09560 2.92715 1.25091
C 2.09961 4.35153 0.63935
C 0.83533 5.14682 0.90355
Cl 0.70130 5.65815 2.61449
C 1.75744 1.51951 -0.78939
N 3.07800 1.78736 -1.17887
C 0.99350 0.71695 -1.65195
C 1.52253 0.17316 -2.95112
C 2.73734 -0.77626 -2.74937
C 2.71033 -1.55511 -1.44206
C 3.90623 -2.51668 -1.32760
C 3.97823 -3.12013 0.08708
O 5.14138 -2.73926 0.80135
C 4.97465 -1.54943 1.54263
C -0.28770 0.45727 -1.24666
C -0.86567 0.95107 -0.08844
C -2.28393 0.52111 -0.00191
O -3.11316 0.79677 0.83808
N -2.53926 -0.29217 -1.13976
C -2.88474 -1.62895 -0.66785
O -3.86845 -2.24531 -1.47067
C -4.20095 -3.50456 -0.96211
O -5.54744 -3.53752 -0.56490
C -5.73411 -3.51543 0.82688
C -5.78035 -2.09045 1.42604
O -5.97693 -1.14443 0.39990
C -1.32162 -0.36430 -1.93551
O -1.22718 -1.01504 -2.92027
H 1.76519 -2.27282 4.70502
H -1.30800 -0.21808 2.68433
H -1.58208 0.33885 4.32201
H 0.97670 1.13112 2.97377
H 0.07384 2.05222 4.14411
H -1.74964 1.95094 2.10906
H -0.52059 3.26565 2.24642
H 1.71514 3.00694 2.26474
H 3.12772 2.57788 1.25326
H 2.15252 4.25334 -0.44766
H 2.94775 4.94963 0.97946
H 0.84477 6.03533 0.27775
H -0.05336 4.59065 0.61515
H 3.15163 2.02009 -2.16005
H 3.54299 2.46429 -0.59933
H 1.82839 1.03252 -3.55416
H 0.75019 -0.33324 -3.51440
H 3.68148 -0.23401 -2.83663
H 2.72358 -1.49601 -3.57172
H 2.75716 -0.90211 -0.56856
H 1.76777 -2.10945 -1.39465
H 4.79913 -1.90302 -1.45796
H 3.81314 -3.28585 -2.09223
H 4.01747 -4.20926 0.00201
H 3.06355 -2.89757 0.64539
H 3.95258 -1.44536 1.91533
H 5.63729 -1.56809 2.40940
H 5.24683 -0.67532 0.94215
H -1.97193 -2.24197 -0.63230
H -3.28325 -1.57067 0.34916
H -3.55483 -3.77177 -0.11502
H -4.01415 -4.23732 -1.74971
H -4.98995 -4.10932 1.36856
H -6.69831 -3.99102 1.01406
H -6.62479 -2.04289 2.12800
H -4.87864 -1.86294 2.00667
H -5.76917 -0.27613 0.76195
O -0.41766 2.06814 -4.22280
S -1.77629 1.92833 -4.86784
O -2.10852 3.18348 -5.59589
O -2.77655 1.67596 -3.78702
O -1.74438 0.77755 -5.81170
```

## Properties
Orbital gap, eV: 3.53
Charge: -2
Largest force on an atom, eV/Å: 1.7
E, eV: -74372.3325
HOMO energy, eV: 0.1

A structure of composition C26H37ClN4O2 in a non-equilibrium geometry, computed with ωB97M-V with the def2-TZVPD basis set.

The geometry in XYZ format:
```
70
Properties=species:S:1:pos:R:3
C -2.19116 -4.21115 1.35119
C -1.06977 -3.51369 0.44912
C -1.07650 -2.82343 -0.81136
N 0.08017 -2.48405 -1.07653
C 0.76995 -2.93677 -0.16287
C 2.09791 -2.57081 0.22102
C 2.64613 -2.66336 1.60173
C 4.05711 -2.23734 1.47228
C 4.79103 -1.91187 0.38897
C 4.32084 -1.94155 -0.79295
C 2.87847 -1.96468 -0.91970
H 2.36912 -2.03816 -2.01315
H 4.91984 -1.83941 -1.75006
Cl 6.54461 -1.49592 0.71798
H 4.52222 -2.30472 2.44477
H 2.05782 -2.81980 2.41687
O 0.07413 -3.56305 0.99677
C -2.39684 -2.72067 -1.66239
N -3.04211 -1.36935 -1.51713
C -4.01479 -1.58542 -0.15764
C -4.93155 -0.42013 -0.16562
H -5.68985 -0.23000 -0.76253
H -5.46855 -0.44184 0.89524
C -4.11134 0.91034 0.20163
C -3.19073 1.12042 -1.47902
C -2.23020 -0.26997 -1.36057
H -1.68281 -0.42301 -2.25051
H -1.60324 -0.17435 -0.50781
H -2.63797 1.80564 -1.13152
H -3.81382 0.95915 -2.03407
C -3.19095 0.96233 1.25403
O -3.29053 -0.04433 2.02220
N -2.37512 1.97595 1.46422
H -2.38391 2.49021 0.68301
C -1.46212 1.97974 2.50755
C 0.02092 1.86581 2.07817
C 0.52604 2.59913 0.76579
N 1.94243 2.55025 1.11555
C 2.56944 3.76998 0.36468
C 2.41573 3.97655 -1.08225
C 3.30861 2.56284 -1.63504
H 3.03077 2.75493 -2.64636
C 2.52715 1.27857 -1.26557
C 1.26620 0.84417 -1.98048
H 0.76471 0.15003 -1.65346
H 1.66585 0.73286 -3.07443
H 0.67957 1.68914 -1.90352
C 2.64269 1.19351 0.28346
H 1.96918 0.56274 0.47204
H 3.39394 1.30832 0.70184
H 3.35431 0.56472 -1.58302
H 4.30919 2.71494 -1.56778
H 1.67891 3.95920 -1.60358
H 3.09258 4.68504 -1.39510
H 2.24771 4.52933 0.93989
H 3.67946 3.77897 0.87021
H 0.21688 3.56010 1.13936
H -0.08952 2.36020 0.04629
H -0.00555 0.72674 1.71176
H 0.80628 1.71164 3.18247
H -1.37130 2.99973 2.79779
H -1.70469 1.35891 3.38695
H -4.66246 1.73893 0.02298
H -4.75845 -2.54973 -0.31660
H -3.36414 -1.88297 0.67172
H -1.88589 -2.61395 -2.70360
H -3.03027 -3.62451 -1.70210
H -3.04160 -4.34207 0.77469
H -1.94733 -5.19982 1.75505
H -2.52290 -3.51913 2.49906
```

## Properties
ΔE to the lowest compared entry with this formula, charge and spin, eV: 23.811
Orbital gap, eV: 7.88
Largest force on an atom, eV/Å: 18.0
E, eV: -50118.1276
HOMO energy, eV: -7.8